DFT (wB97M-V/def2-TZVPD) results for a structure of composition C19H38N5OOsPSi in a non-equilibrium geometry.

Structure (XYZ):
```
66
Properties=species:S:1:pos:R:3:nbo_charge:R:1
Os 0.2684 0.4304 -0.4725 0.485
Si 0.4574 -1.5284 -1.8306 0.798
P 0.7346 1.4869 -2.4494 1.257
N -1.4712 0.9045 -0.6534 -0.494
H 1.3415 1.7212 0.3098 -0.157
C 1.0186 3.2757 -2.2131 -0.959
H 1.2214 3.7622 -3.1789 0.220
H 1.8750 3.4171 -1.5440 0.252
H 0.1313 3.7309 -1.7563 0.249
C 2.2046 1.0138 -3.4310 -0.969
H 2.2933 1.7064 -4.2802 0.234
H 2.1118 -0.0092 -3.8137 0.247
H 3.1097 1.0894 -2.8148 0.257
C -0.6247 1.5007 -3.6806 -0.962
H -0.3163 2.0757 -4.5652 0.228
H -1.5120 1.9704 -3.2394 0.256
H -0.8804 0.4810 -3.9862 0.254
C 2.1315 -2.4019 -1.9348 -1.093
H 2.5297 -2.6113 -0.9335 0.240
H 2.8669 -1.8225 -2.5048 0.231
H 1.9717 -3.3618 -2.4476 0.231
H -0.4478 -2.5099 -1.1567 -0.188
H 0.0119 -1.4111 -3.2446 -0.204
C -2.7826 0.7572 -0.9037 0.066
C -5.0838 1.4658 -0.4782 -0.228
C -3.7257 1.6420 -0.2874 -0.190
C -3.2959 -0.3055 -1.7221 -0.248
C -4.6640 -0.4657 -1.8880 -0.197
C -5.5602 0.4152 -1.2735 -0.243
H -5.7838 2.1529 0.0010 0.213
H -3.3013 2.4422 0.3274 0.208
H -2.5697 -0.9808 -2.1872 0.217
H -5.0374 -1.2860 -2.5038 0.213
H -6.6349 0.2833 -1.4135 0.211
C 3.1360 0.5977 0.2583 0.286
O 2.1427 -0.0991 -0.1778 -0.743
C 3.2018 1.3319 1.5415 -0.701
H 4.1719 1.8587 1.5692 0.224
H 3.2060 0.6367 2.4004 0.176
H 2.4396 2.1049 1.7155 0.221
C 4.4655 0.2065 -0.2965 -0.675
H 5.1070 1.0880 -0.4012 0.208
H 4.3778 -0.3256 -1.2537 0.210
H 4.9380 -0.4646 0.4420 0.190
C -0.1703 0.4903 2.5681 -0.081
N -0.1547 -0.5318 1.4566 -0.533
C -1.5106 -1.2051 1.4975 -0.077
N -1.7772 -1.8410 2.8011 -0.461
C -1.7338 -0.8039 3.8537 -0.077
N -0.4235 -0.1278 3.8841 -0.463
C 0.6120 -1.1453 4.1523 -0.077
N 0.6065 -2.1973 3.1183 -0.464
C 0.8660 -1.5772 1.8144 -0.074
C -0.7215 -2.8335 3.0879 -0.076
H -0.9707 1.2177 2.3668 0.219
H 0.8034 0.9999 2.6185 0.227
H -1.5602 -1.9770 0.7167 0.225
H -2.2886 -0.4469 1.3407 0.227
H -1.8996 -1.2862 4.8265 0.200
H -2.5161 -0.0584 3.6560 0.203
H 1.5990 -0.6619 4.1691 0.203
H 0.4004 -1.6134 5.1227 0.201
H 0.8509 -2.3671 1.0463 0.215
H 1.8626 -1.1172 1.8738 0.229
H -0.9155 -3.2756 4.0736 0.199
H -0.7322 -3.6072 2.3081 0.203
```

Computed properties:
2S+1	5
LUMO (spin up / spin down)	0.645 / -1.411	eV
expectation value of S²	6.054
highest occupied orbital energy (spin up / spin down)	-5.226 / -7.853	eV
F_max	2.94	eV/Å
electronic energy	-1817.127680	Eh
energy above the lowest of the compared OMol25 structures with the same formula, charge and spin	0.495	eV


DFT (wB97M-V/def2-TZVPD) results for a cluster of 3 separate species, C19H38NO8P2S in total in a non-equilibrium geometry.

Structure (XYZ):
```
69
Properties=species:S:1:pos:R:3:nbo_charge:R:1
S 3.5345 3.1903 -4.9810 0.026
N 2.1622 3.9757 -5.6200 -0.943
C 1.2410 4.2609 -4.5113 -0.281
C -0.0343 3.3766 -4.5348 0.016
C -0.0064 2.2125 -5.3236 -0.225
C -1.1194 1.3745 -5.3280 -0.243
C -2.2743 1.7234 -4.5260 -0.222
C -2.2813 2.8980 -3.7913 -0.232
C -1.1486 3.7491 -3.7800 -0.249
H 3.2073 1.8450 -4.8392 -0.012
H 0.9982 5.3426 -4.4310 0.158
H 1.7555 3.9787 -3.5623 0.177
H 0.8860 1.9562 -5.9013 0.252
H -1.0641 0.4769 -5.9531 0.197
H -3.1473 1.0607 -4.5021 0.189
H -3.1648 3.1863 -3.2073 0.193
H -1.1608 4.6610 -3.1747 0.203
O -2.4412 -1.4578 -1.1389 -0.953
P -1.7399 -2.6792 -1.6496 2.455
O -1.5122 -3.5116 -0.2447 -0.806
C -2.6505 -4.0253 0.4354 -0.067
C -3.3092 -5.1598 -0.3294 -0.634
O -0.2571 -2.0094 -1.8518 -0.850
C -0.1318 -0.6461 -2.2990 -0.067
C 0.2803 0.2215 -1.1308 -0.632
O -1.3187 -3.9611 -2.5983 -0.821
C 0.0051 -4.4863 -2.7292 -0.042
C 0.4602 -5.3217 -1.5524 -0.635
H -3.3668 -3.2200 0.6251 0.185
H -2.3017 -4.3898 1.4031 0.181
H -3.7190 -4.8070 -1.2802 0.203
H -4.1228 -5.5954 0.2536 0.211
H -2.5871 -5.9427 -0.5625 0.211
H -1.0509 -0.2868 -2.7593 0.200
H 0.6404 -0.6161 -3.0695 0.189
H -0.3760 0.0718 -0.2748 0.202
H 0.2710 1.2775 -1.4065 0.233
H 1.2901 -0.0406 -0.8042 0.203
H 0.7272 -3.7098 -2.9679 0.208
H -0.0341 -5.1323 -3.6104 0.178
H 0.6963 -4.7003 -0.6892 0.227
H 1.3647 -5.8737 -1.8168 0.212
H -0.3089 -6.0342 -1.2522 0.203
O 2.0749 2.2068 2.5340 -0.943
P 1.6227 1.1741 3.5159 2.455
O 0.0328 1.5473 3.6631 -0.812
C -0.8252 1.3373 2.5392 -0.072
C -1.0201 -0.1367 2.2420 -0.643
O 2.2347 1.8977 4.8709 -0.846
C 3.4716 2.6089 4.8020 -0.057
C 3.2156 4.1026 4.8399 -0.629
O 1.4759 -0.2571 4.3222 -0.817
C 1.2289 -0.3925 5.7224 -0.040
C -0.2036 -0.1210 6.1275 -0.636
H -0.4288 1.8591 1.6639 0.197
H -1.7851 1.7927 2.7856 0.184
H -0.0787 -0.6028 1.9363 0.207
H -1.7471 -0.2759 1.4403 0.235
H -1.3694 -0.6700 3.1278 0.204
H 4.0334 2.3334 3.9093 0.189
H 4.0704 2.3132 5.6676 0.166
H 2.4777 4.3999 4.0959 0.228
H 4.1385 4.6591 4.6657 0.207
H 2.8164 4.3911 5.8154 0.199
H 1.9272 0.1922 6.3164 0.198
H 1.4543 -1.4384 5.9488 0.178
H -0.4316 0.9440 6.0993 0.227
H -0.3723 -0.4662 7.1501 0.209
H -0.9042 -0.6311 5.4662 0.212
```

Computed properties:
2S+1	1
LUMO	1.173	eV
total charge	-1
highest occupied orbital energy	-2.596	eV
F_max	7.94	eV/Å
electronic energy	-2484.326960	Eh


DFT (wB97M-V/def2-TZVPD) results for a cluster of 6 separate species, C19H38O7 in total in a non-equilibrium geometry.

Structure (XYZ):
```
64
Properties=species:S:1:pos:R:3:nbo_charge:R:1
C 4.1957 0.1973 1.5580 -0.601
C 4.6036 -1.2408 0.9546 -0.082
O 5.2050 -0.7467 -0.3177 -0.524
C 5.6882 -1.7310 -1.0993 0.815
C 6.1415 -1.1672 -2.4393 -0.718
O 5.7757 -2.8499 -0.8877 -0.566
H 4.9770 0.8450 1.8084 0.210
H 3.5249 0.0171 2.3542 0.194
H 3.5488 0.6552 1.0453 0.199
H 5.2480 -1.6660 1.6754 0.188
H 3.5759 -2.0087 0.7765 0.213
H 6.7666 -0.4083 -2.4199 0.216
H 5.3918 -0.9803 -3.2278 0.231
H 6.7401 -2.0543 -2.7518 0.226
C -3.3163 3.7976 -1.4623 -0.756
C -2.8898 3.3016 -0.0657 0.579
C -3.8719 2.6861 0.7852 -0.729
O -1.7734 3.4327 0.4292 -0.580
H -2.3694 3.9378 -2.1915 0.292
H -3.6346 4.8967 -1.3079 0.243
H -4.2612 3.2123 -1.7232 0.237
H -4.0307 1.5635 0.3256 0.237
H -4.7547 3.2492 1.0417 0.238
H -3.3787 2.5191 1.7091 0.233
C -4.8758 -1.4104 -0.2352 -0.719
C -4.6030 -1.0685 -1.6428 0.602
C -4.9797 -2.0279 -2.8114 -0.707
O -3.9671 0.0523 -1.9062 -0.604
H -5.9773 -1.2873 0.1208 0.256
H -4.2478 -0.8342 0.2391 0.221
H -4.4960 -2.5235 0.1203 0.236
H -4.1247 -2.6772 -2.8075 0.249
H -5.0765 -1.2711 -3.5480 0.249
H -6.0171 -2.4450 -2.3982 0.225
C 2.2717 -2.6270 4.0014 -0.700
C 1.2261 -2.4905 5.1836 0.577
C 0.4562 -1.2526 5.1763 -0.756
O 1.1242 -3.4535 6.1724 -0.561
H 2.6731 -3.8391 4.0307 0.238
H 3.0729 -2.0340 4.1193 0.219
H 1.7296 -2.4122 3.0340 0.242
H 0.9356 -0.2642 5.0916 0.248
H -0.3472 -1.2560 5.9960 0.246
H -0.2778 -1.2145 4.5177 0.245
C 1.3959 1.7497 -4.4115 -0.691
C 0.0600 1.9112 -3.8456 0.571
C -0.8353 0.8167 -3.2138 -0.722
O -0.3537 3.1614 -3.7072 -0.586
H 1.3925 1.3492 -5.2226 0.227
H 1.6846 0.9441 -3.9909 0.226
H 2.0837 2.5769 -4.3930 0.243
H -1.1335 0.0641 -3.9663 0.235
H -1.7609 1.0940 -2.6593 0.265
H -0.1764 0.5335 -2.2364 0.235
C 0.5214 1.1492 1.5011 -0.719
C -0.0630 -0.1580 0.9287 0.591
C -1.5472 -0.3045 0.7005 -0.717
O 0.7732 -1.1088 0.6387 -0.591
H -0.0026 1.2334 2.6398 0.224
H 0.3303 1.9694 0.7722 0.272
H 1.6636 0.9153 1.7458 0.233
H -2.1491 -0.3256 1.4895 0.225
H -1.5811 -1.2076 0.2771 0.228
H -1.9038 0.5147 -0.0700 0.247
```

Computed properties:
2S+1	1
LUMO	0.246	eV
SMILES string	CCOC(C)=O.CC(C)=O.CC(C)=O.CC(C)=O.CC(C)=O.CC(C)=O
highest occupied orbital energy	-9.413	eV
F_max	11.30	eV/Å
electronic energy	-1273.014731	Eh
energy above the lowest of the compared OMol25 structures with the same formula, charge and spin	9.220	eV


Q: What is the F_max in the second record?
A: 7.94 eV/Å